Here is 7 unconnected molecules or ions with the total composition C52H106ClI2N3O12P from the OMol25 dataset. Energies are from wB97M-V/def2-TZVPD.

Atoms and positions in Å:
C  2.78191  -5.26382  5.76716
C  2.44608  -4.50494  4.40119
O  1.68326  -3.31346  4.62120
C  0.33300  -3.42482  4.19906
C  0.11836  -2.61523  2.80741
O  1.45051  -2.35186  2.33425
C  1.20122  -1.43057  1.22039
C  2.35155  -1.66299  0.20181
C  1.85741  -1.50146  -1.32231
C  1.47769  -2.91955  -1.89761
N  0.56540  -3.79998  -1.16524
O  1.98007  -3.24706  -2.93929
C  0.98488  -0.01150  1.88337
C  1.98551  0.15716  3.12538
C  3.49989  -0.06389  2.79057
C  4.32852  0.28095  4.10617
Cl  3.98692  -0.84777  5.47809
C  1.35390  1.08795  0.84912
C  1.47939  2.60839  1.26241
C  2.77295  3.33958  0.66625
C  3.39430  4.29230  1.79136
C  4.98289  4.37699  1.58863
N  5.50601  5.75274  1.68210
N  -0.46902  -0.04299  2.38580
C  -0.72727  1.09314  3.35236
O  -2.14234  1.33398  3.54962
C  -2.37581  2.68459  3.79189
C  -1.63858  3.53834  4.70326
C  -2.03418  4.94296  4.82418
C  -3.14926  5.53981  4.11694
C  -3.92406  4.65815  3.22719
C  -3.51489  3.28361  3.07425
P  -1.68741  0.36126  1.07332
O  -1.63751  2.03375  0.75051
O  -1.28939  -0.29811  -0.41487
C  -0.76285  -1.35059  3.15396
C  -2.23458  -1.71574  3.46927
I  -2.96784  -1.26618  5.49362
C  -3.18306  -2.33998  2.71865
C  -4.65393  -2.63763  3.21108
I  -2.74926  -3.05677  0.76376
H  3.00376  -6.34146  5.58245
H  3.68946  -4.74221  6.17888
H  1.91455  -5.08703  6.44978
H  2.03399  -5.19484  3.62223
H  3.44984  -4.16438  4.00857
H  -0.35737  -3.05359  5.00744
H  0.05419  -4.50886  4.04820
H  -0.32635  -3.38671  2.13893
H  0.27923  -1.86729  0.72830
H  2.69355  -2.73291  0.30113
H  3.26474  -1.03256  0.29430
H  2.76204  -1.16021  -1.89562
H  1.03750  -0.74717  -1.40535
H  0.97449  -3.98913  -0.24001
H  -0.28669  -3.24450  -0.99957
H  1.93247  1.19906  3.56101
H  1.70683  -0.50729  3.98915
H  3.91476  0.61221  1.99885
H  3.74489  -1.11726  2.47662
H  4.14617  1.35874  4.34268
H  5.41019  0.16871  3.84764
H  2.41158  0.89170  0.50487
H  0.78004  1.08081  -0.12303
H  0.61600  3.18882  0.82218
H  1.48053  2.84079  2.35203
H  3.59343  2.62846  0.39550
H  2.51175  3.99725  -0.20596
H  3.26365  3.85229  2.82229
H  2.93507  5.31435  1.75133
H  5.50610  3.75336  2.37186
H  5.26533  3.94847  0.58949
H  4.77543  6.45820  1.63212
H  6.12394  5.89293  2.47518
H  -0.26237  0.97119  4.35600
H  -0.37641  2.08359  2.96790
H  -0.77452  3.14216  5.27797
H  -1.44747  5.60426  5.49818
H  -3.46279  6.60340  4.23656
H  -4.81575  5.05809  2.68270
H  -4.11298  2.62913  2.39347
H  -2.55679  2.25065  0.50193
H  -1.85152  0.15390  -1.07780
H  -0.34610  -1.10888  4.17950
H  -5.09132  -1.62015  3.43142
H  -4.67655  -3.27715  4.12329
H  -5.26877  -3.04879  2.36354
C  -5.92286  -5.15690  -0.86805
C  -5.26587  -6.14077  0.08564
O  -5.92171  -6.23710  1.33967
C  -7.27706  -6.66408  1.31065
C  -7.46807  -8.04264  0.70301
H  -5.96851  -4.16118  -0.41680
H  -5.35719  -5.09502  -1.80074
H  -6.94379  -5.44905  -1.11692
H  -4.24817  -5.80299  0.29311
H  -5.17432  -7.13080  -0.37207
H  -7.89673  -5.91964  0.79914
H  -7.61546  -6.68458  2.34880
H  -7.15137  -8.07764  -0.34070
H  -8.51964  -8.33180  0.74354
H  -6.88026  -8.78436  1.24826
C  -0.41221  6.66711  -2.22657
C  0.05451  5.50584  -1.36594
O  0.53357  5.89952  -0.08882
C  -0.39247  6.57629  0.75073
C  -1.63114  5.75833  1.07271
H  0.39643  7.38894  -2.36398
H  -0.73361  6.30860  -3.20646
H  -1.25106  7.19859  -1.77471
H  0.88749  5.00805  -1.86724
H  -0.73586  4.75398  -1.25911
H  -0.66199  7.54355  0.31407
H  0.13826  6.79607  1.68051
H  -2.20583  5.51547  0.17608
H  -2.28286  6.31018  1.74834
H  -1.35274  4.81391  1.54897
C  1.97753  -5.41334  -5.02567
C  2.26578  -6.72597  -4.31911
O  1.55002  -7.83034  -4.85118
C  1.78977  -8.13640  -6.21577
C  3.23963  -8.47332  -6.51902
H  0.90868  -5.18683  -4.98881
H  2.52345  -4.60109  -4.55282
H  2.26877  -5.44365  -6.07806
H  1.96206  -6.63693  -3.27401
H  3.34016  -6.93922  -4.31167
H  1.43424  -7.32021  -6.85410
H  1.16823  -9.00333  -6.45051
H  3.90707  -7.63593  -6.30855
H  3.35505  -8.73706  -7.57204
H  3.57059  -9.31690  -5.90902
C  1.26779  -1.04242  -9.24381
C  1.71428  -0.04715  -8.18611
O  1.38489  -0.43768  -6.86171
C  1.94051  -1.66497  -6.41103
C  3.45906  -1.68372  -6.42014
H  0.18825  -1.20323  -9.18495
H  1.51423  -0.67285  -10.24121
H  1.74965  -2.01338  -9.11989
H  1.20839  0.90426  -8.36129
H  2.78747  0.15459  -8.26597
H  1.53232  -2.49981  -6.99077
H  1.59277  -1.80429  -5.38474
H  3.86410  -1.55549  -7.42530
H  3.82819  -2.63360  -6.02866
H  3.85413  -0.87340  -5.80265
C  4.54470  9.59357  5.70469
C  4.67633  10.06124  4.26505
O  4.24820  9.09900  3.31231
C  2.89267  8.68884  3.39920
C  1.90226  9.82759  3.22612
H  5.11120  8.67168  5.85976
H  4.92192  10.35694  6.38787
H  3.50729  9.38858  5.97430
H  5.72878  10.25681  4.05302
H  4.14912  11.00806  4.11059
H  2.71913  8.15472  4.34032
H  2.73710  7.96005  2.59897
H  2.00820  10.58378  4.00533
H  0.87851  9.44891  3.26368
H  2.05641  10.32396  2.26548
C  -5.69394  -1.86325  -6.30333
C  -5.26709  -0.84412  -5.26087
O  -5.59484  -1.21885  -3.92981
C  -5.02244  -2.42693  -3.45822
C  -3.50333  -2.42160  -3.46285
H  -6.77067  -2.04041  -6.24496
H  -5.45035  -1.50588  -7.30563
H  -5.19686  -2.82435  -6.16253
H  -5.78763  0.09578  -5.45270
H  -4.19672  -0.62623  -5.34087
H  -5.41397  -3.27806  -4.02531
H  -5.37352  -2.55437  -2.43139
H  -3.09665  -2.30359  -4.46807
H  -3.11896  -3.35936  -3.05415
H  -3.12346  -1.59349  -2.85691

Force components x, y, z for each atom (eV/Å):
-0.238 1.243 -0.851
2.112 -0.519 0.356
-1.039 -0.849 -0.167
-0.352 -0.269 -0.038
0.781 -1.929 1.512
-2.130 1.091 -0.843
0.812 -1.416 0.330
-0.145 0.068 -1.343
0.809 -0.513 0.870
0.412 1.091 -0.323
0.305 0.910 -0.056
-0.512 -0.091 0.845
2.427 -0.309 -0.018
-0.068 0.193 0.153
0.463 -0.387 1.140
0.374 0.038 -1.716
0.006 0.739 -0.589
0.591 1.493 -1.013
-0.297 1.195 -0.921
-0.150 0.512 1.509
1.105 -0.740 -0.488
-0.255 0.333 0.190
-0.056 -0.499 -0.009
0.914 1.293 -0.059
-0.441 2.528 1.030
1.113 0.014 -0.121
-1.698 3.200 0.122
-1.336 0.316 -1.357
-0.768 -0.250 -0.766
0.105 -2.735 -0.420
1.727 -0.403 1.339
0.436 0.424 0.687
-4.708 0.294 -1.952
1.000 -1.744 0.145
1.055 0.864 1.014
0.493 -1.063 1.955
-1.204 -0.217 -0.486
0.899 -0.007 -0.921
0.017 -0.099 1.131
0.442 1.004 -1.219
-0.411 0.141 0.482
-0.273 0.864 0.287
-0.949 -0.721 -0.107
0.774 -0.539 -0.375
-0.135 0.703 0.677
-1.108 -0.243 0.140
0.670 -0.096 -0.718
0.266 1.095 -0.003
-0.152 1.142 0.144
0.690 1.133 0.240
-0.329 1.116 0.266
-0.866 -0.407 0.342
-1.163 -0.286 0.253
0.560 -0.756 -0.034
-0.286 0.018 -0.388
0.354 -0.347 0.082
-0.191 -0.905 -0.759
0.379 0.344 -1.045
-0.601 -0.354 0.632
-0.469 1.002 0.463
0.045 -1.034 0.375
-0.884 0.077 0.436
-1.245 -0.481 0.546
0.266 -0.367 1.192
0.658 -0.714 0.694
-0.045 -0.580 -0.716
-0.844 0.324 0.006
0.275 -0.883 0.681
-0.292 0.495 -1.000
0.372 -0.933 0.070
-0.609 0.462 -0.833
-0.354 0.302 0.765
0.403 -0.169 0.230
-0.438 0.158 -0.215
-0.059 -0.753 -0.909
0.366 -1.240 -0.281
-0.750 0.452 -0.394
-0.444 -0.716 -0.515
0.542 -1.080 0.016
0.994 -0.543 0.518
0.614 0.520 0.730
0.334 0.039 0.410
0.353 -0.195 0.279
-0.421 0.057 -1.260
0.349 -1.094 0.060
0.047 0.435 -0.829
0.746 0.061 1.007
-0.099 0.028 0.032
-0.101 -0.032 -0.115
0.189 0.166 0.224
-0.113 -0.094 -0.074
0.122 -0.049 -0.070
0.038 -0.039 -0.031
0.001 -0.006 0.048
0.045 -0.028 -0.075
-0.083 -0.079 0.197
-0.055 0.015 -0.070
-0.008 -0.040 -0.068
0.200 0.086 -0.010
-0.101 0.019 -0.010
0.041 0.025 0.019
-0.056 0.039 0.010
-0.018 0.117 0.061
-0.078 0.104 -0.107
0.251 -0.131 0.156
-0.110 0.004 -0.064
0.093 -0.072 -0.183
-0.030 -0.086 -0.021
0.047 0.004 0.045
-0.051 -0.061 -0.048
0.074 0.028 0.176
-0.082 0.021 0.000
-0.060 -0.029 -0.022
0.137 -0.082 -0.122
-0.040 0.095 0.003
0.076 -0.004 -0.053
-0.019 0.059 0.070
0.044 -0.076 -0.338
0.012 0.110 -0.099
-0.151 -0.148 0.152
0.076 0.028 -0.047
0.099 0.029 0.083
0.072 0.026 0.073
-0.060 -0.113 -0.047
0.054 -0.050 0.005
-0.097 -0.154 -0.059
0.035 0.043 -0.064
0.080 0.032 -0.027
-0.043 0.067 0.192
-0.024 0.017 -0.094
-0.024 -0.003 0.041
-0.043 0.011 -0.050
-0.039 -0.128 0.046
0.022 -0.075 -0.115
-0.161 0.149 0.178
0.079 -0.053 -0.021
0.071 0.066 -0.069
0.060 0.054 -0.025
-0.026 0.009 0.056
0.062 0.036 -0.059
-0.026 -0.033 0.199
0.025 -0.064 -0.041
0.079 -0.026 -0.035
-0.086 0.136 -0.081
-0.005 -0.094 0.010
-0.043 0.033 0.008
-0.031 -0.049 0.008
-0.085 -0.131 0.013
-0.008 0.053 0.156
0.062 -0.202 -0.203
0.008 0.114 0.069
0.017 0.110 -0.007
0.012 0.086 -0.009
0.007 -0.038 -0.053
-0.002 0.094 0.035
-0.071 -0.119 -0.170
-0.046 -0.005 0.053
-0.057 0.054 0.046
0.196 0.043 -0.018
-0.068 -0.069 0.037
0.032 0.000 -0.011
-0.018 -0.061 0.024
-0.042 -0.134 0.066
0.006 -0.075 -0.171
-0.067 0.147 0.222
0.004 0.015 -0.041
0.086 0.031 -0.068
0.063 0.060 -0.025
-0.023 0.009 0.060
0.065 0.034 -0.069
-0.031 -0.036 0.212
0.033 -0.063 -0.039
0.099 -0.032 -0.034
-0.108 0.152 -0.085
0.019 -0.098 0.028
-0.014 0.015 -0.014
-0.031 -0.026 0.023

charge: +1
energy relative to the best compared isomer or geometry (same formula, charge and spin): 298.61 kJ/mol
HOMO-LUMO gap: 7.67 eV

Atomic partial charges in e from the Löwdin method, atoms 1 to 8:
1. C -0.06
2. C -0.26
3. O -0.19
4. C -0.12
5. C -0.25
6. O -0.10
7. C -0.24
8. C -0.10



Here is a single C3H4N2S molecule from the OMol25 dataset. Energies are from wB97M-V/def2-TZVPD.

Atoms and positions in Å:
N  0.53994  3.25289  0.16004
C  0.32524  2.11488  0.02032
C  -0.18864  0.72806  -0.14721
C  0.71834  -0.28166  0.34269
N  0.57479  -1.49401  0.14673
S  -0.97694  -1.90141  -0.57802
H  -1.20149  0.57679  0.17560
H  -0.38325  0.35611  -1.25505
H  1.54646  -0.11603  1.22987
H  -0.95446  -3.23562  -0.09498

Force components x, y, z for each atom (eV/Å):
-0.093 -2.346 -0.234
-0.907 1.569 -0.213
0.121 0.845 -2.877
3.134 0.577 4.019
-1.676 -2.660 -0.225
0.749 -1.962 0.512
-0.551 0.310 1.047
0.770 1.642 1.462
-1.633 0.392 -2.740
0.086 1.633 -0.750

energy relative to the best compared isomer or geometry (same formula, charge and spin): 258.43 kJ/mol
structure (SMILES): N#CC/C=N\S
HOMO-LUMO gap: 10.21 eV

Atomic partial charges in e from the Löwdin method, atoms 1 to 8:
1. N 0.14
2. C -0.19
3. C -0.26
4. C -0.39
5. N -0.32
6. S 0.71
7. H 0.09
8. H 0.13



Q: What is the energy relative to the best compared isomer or geometry (same formula, charge and spin) in the second record?
A: 258.43 kJ/mol